C21H27NO4 | the ωB97M-V functional and the def2-TZVPD basis

Each line ends with the natural charge from an NBO analysis.
Geometry (Å):
C1 -0.714 -1.980 1.354  -0.25
O1 -0.227 -0.662 1.275  -0.53
C2 1.073 -0.475 0.869  0.27
C3 1.886 -1.495 0.406  -0.31
C4 3.196 -1.270 -0.012  0.27
O2 3.827 -2.404 -0.432  -0.50
C5 5.160 -2.376 -0.889  -0.24
C6 3.710 0.034 0.041  0.21
O3 5.006 0.256 -0.370  -0.51
C7 5.514 1.564 -0.317  -0.25
C8 2.882 1.045 0.511  -0.28
C9 1.577 0.828 0.923  0.01
C10 0.747 1.979 1.416  -0.45
C11 0.294 2.946 0.312  -0.39
C12 -0.681 2.364 -0.727  -0.06
C13 0.004 1.506 -1.790  -0.61
N1 -1.741 1.615 -0.087  -0.64
C14 -3.028 2.008 -0.115  0.69
O4 -3.405 3.034 -0.646  -0.63
C15 -3.979 1.057 0.603  -0.54
C16 -3.904 -0.361 0.109  0.08
C17 -3.605 -0.639 -1.220  -0.25
C18 -3.557 -1.945 -1.673  -0.19
C19 -3.820 -2.993 -0.807  -0.23
C20 -4.133 -2.727 0.515  -0.21
C21 -4.170 -1.419 0.969  -0.24
H1 -0.084 -2.599 1.999  0.18
H2 -0.790 -2.440 0.364  0.18
H3 -1.711 -1.903 1.784  0.21
H4 1.540 -2.513 0.343  0.23
H5 5.389 -3.409 -1.151  0.19
H6 5.272 -1.743 -1.771  0.18
H7 5.847 -2.037 -0.112  0.18
H8 5.529 1.953 0.706  0.18
H9 6.535 1.492 -0.688  0.20
H10 4.945 2.246 -0.958  0.18
H11 3.256 2.054 0.569  0.22
H12 1.343 2.556 2.129  0.22
H13 -0.124 1.596 1.946  0.22
H14 -0.200 3.789 0.799  0.21
H15 1.167 3.330 -0.218  0.20
H16 -1.177 3.205 -1.226  0.24
H17 0.454 0.620 -1.351  0.21
H18 0.781 2.078 -2.288  0.21
H19 -0.725 1.193 -2.535  0.21
H20 -1.480 0.744 0.354  0.42
H21 -4.992 1.442 0.456  0.25
H22 -3.763 1.092 1.674  0.23
H23 -3.414 0.177 -1.902  0.22
H24 -3.320 -2.146 -2.707  0.21
H25 -3.786 -4.013 -1.162  0.21
H26 -4.346 -3.539 1.195  0.21
H27 -4.417 -1.217 2.002  0.21

## Properties
HOMO (eV): -7.8
Electronic energy (Eh): -1172.11889
HOMO-LUMO gap (eV): 8.454
2S+1: 1
SMILES string: COc1cc(OC)c(OC)cc1CC[C@@H](C)NC(=O)Cc1ccccc1
Energy relative to the best compared isomer or geometry (same formula, charge and spin) (eV): 2.417